Record 1
A cluster of 8 separate species, C27H50N5O16 in total, computed with ωB97M-V with the def2-TZVPD basis set.

Atoms and positions in Å:
1 C -0.283 -0.029 -1.345
2 O -1.188 0.493 -0.431
3 H -0.726 -0.926 -1.778
4 H -0.169 0.698 -2.149
5 H 0.678 -0.180 -0.853
6 C 1.157 1.536 -4.524
7 N 0.217 0.656 -5.262
8 O -0.667 0.062 -4.606
9 O 0.237 0.612 -6.499
10 H 1.516 1.080 -3.602
11 H 0.726 2.527 -4.381
12 H 2.028 1.581 -5.178
13 C 0.965 -3.999 -1.402
14 N 0.014 -5.159 -1.435
15 O -0.340 -5.505 -2.558
16 O -0.223 -5.628 -0.345
17 H 0.479 -3.049 -1.624
18 H 1.753 -4.242 -2.115
19 H 1.451 -3.914 -0.430
20 C 6.010 3.118 -1.889
21 C 5.645 1.636 -2.206
22 C 4.058 1.390 -2.346
23 O 3.648 0.062 -2.418
24 C 3.663 -0.621 -1.112
25 N 6.383 1.097 -3.316
26 H 5.546 3.480 -0.972
27 H 5.528 3.801 -2.588
28 H 7.067 3.383 -1.922
29 H 6.068 1.070 -1.375
30 H 3.864 1.828 -3.325
31 H 3.541 1.904 -1.536
32 H 2.922 -0.183 -0.443
33 H 4.629 -0.603 -0.606
34 H 3.368 -1.657 -1.278
35 H 7.362 1.340 -3.376
36 H 6.255 0.100 -3.218
37 C -3.830 -2.147 -4.997
38 C -3.832 -1.668 -3.607
39 C -3.074 -2.689 -2.733
40 O -3.514 -2.469 -1.386
41 C -3.137 -3.457 -0.412
42 N -3.281 -0.365 -3.406
43 H -4.419 -1.476 -5.622
44 H -4.326 -3.117 -4.988
45 H -2.793 -2.145 -5.334
46 H -4.792 -1.708 -3.092
47 H -1.991 -2.687 -2.855
48 H -3.365 -3.715 -2.958
49 H -3.407 -4.442 -0.791
50 H -3.615 -3.390 0.566
51 H -2.055 -3.434 -0.282
52 H -2.331 -0.499 -3.721
53 H -3.628 0.198 -4.169
54 C -3.221 0.044 4.026
55 C -4.070 0.405 2.856
56 C -4.138 1.942 2.687
57 O -5.034 2.187 1.618
58 C -6.473 2.143 1.963
59 N -3.309 -0.145 1.747
60 H -3.373 0.686 4.894
61 H -2.143 0.022 3.868
62 H -3.518 -0.902 4.478
63 H -5.039 -0.094 2.825
64 H -3.112 2.228 2.454
65 H -4.379 2.390 3.651
66 H -6.880 1.132 1.987
67 H -7.014 2.759 1.246
68 H -6.756 2.648 2.887
69 H -3.072 -1.122 1.842
70 H -2.381 0.254 1.741
71 C 1.324 2.752 3.789
72 C 2.593 3.211 3.851
73 C 3.382 3.769 2.690
74 O 4.474 4.285 2.779
75 C 2.646 3.508 1.461
76 C 1.447 2.925 1.327
77 C 0.590 2.640 2.477
78 O -0.535 2.230 2.391
79 O 0.784 2.838 0.131
80 O 3.215 3.398 5.080
81 H 0.935 2.351 4.714
82 H 3.232 3.703 0.576
83 H 0.239 2.048 0.108
84 H 4.117 3.703 4.960
85 C 1.045 -0.841 2.469
86 C -0.071 -1.662 2.489
87 C -0.633 -2.249 3.754
88 O -1.687 -2.856 3.945
89 C 0.099 -1.929 4.956
90 C 1.310 -1.287 4.872
91 C 1.938 -0.669 3.631
92 O 3.063 -0.035 3.613
93 O 2.056 -1.006 5.993
94 O -0.856 -1.722 1.364
95 H 1.411 -0.353 1.578
96 H -0.313 -2.151 5.929
97 H 2.936 -0.665 5.821
98 H -0.622 -1.061 0.708

Summary:
LUMO energy   0.38 eV
E_HOMO   -4.096 eV
Charge   -1
Electronic energy   -69008.6151 eV

Atomic partial charges in e from the Mulliken method, atoms 1 to 4: 0.69 -0.75 -0.91 0.47

***

Record 2
A structure of composition C27H50OP2Tm, computed with ωB97M-V with the def2-TZVPD basis set.

Atoms and positions in Å:
1 Tm 1.222 -0.453 0.779
2 C -0.598 -1.097 2.630
3 C -0.396 -2.343 1.967
4 C 1.630 -1.702 2.893
5 C 0.635 -0.735 3.264
6 C 0.960 -2.736 2.166
7 C -1.909 -0.444 2.904
8 H -2.717 -0.905 2.323
9 H -1.880 0.631 2.662
10 H -2.181 -0.523 3.971
11 C 0.769 0.294 4.322
12 H -0.078 0.227 5.022
13 H 0.752 1.311 3.911
14 H 1.696 0.177 4.902
15 C 3.054 -1.680 3.317
16 H 3.162 -1.843 4.404
17 H 3.509 -0.702 3.092
18 H 3.652 -2.437 2.790
19 C 1.468 -4.095 1.862
20 H 1.053 -4.846 2.556
21 H 2.559 -4.158 1.936
22 H 1.183 -4.418 0.853
23 C -1.453 -3.193 1.356
24 H -1.712 -4.035 2.025
25 H -1.134 -3.629 0.395
26 H -2.371 -2.615 1.183
27 C -4.592 1.247 -0.991
28 C -5.155 0.642 -2.042
29 C -4.457 0.099 -3.258
30 C -3.128 0.775 -3.724
31 C -1.815 0.165 -3.156
32 C -2.040 -0.641 -1.908
33 C -2.370 0.085 -0.634
34 C -3.104 1.432 -0.803
35 H -5.154 0.229 -4.106
36 H -3.185 1.861 -3.589
37 H -4.317 -0.990 -3.151
38 H -2.651 1.987 -1.636
39 H -5.211 1.644 -0.177
40 H -6.234 0.451 -2.053
41 H -2.941 2.041 0.099
42 H -2.954 -0.607 -0.001
43 H -2.546 -1.612 -2.019
44 H -1.447 0.279 -0.036
45 H -3.065 0.653 -4.817
46 H -1.449 -0.509 -3.952
47 P -0.230 1.175 -2.882
48 C -0.286 2.832 -2.179
49 C 0.364 1.454 -4.588
50 P 0.148 -1.388 -1.383
51 C 1.000 0.172 -2.026
52 C -0.073 -2.452 -2.878
53 C 1.898 -2.192 -0.932
54 H -0.415 2.784 -1.086
55 H -1.114 3.406 -2.620
56 H 0.662 3.364 -2.397
57 H 0.783 2.470 -4.692
58 H -0.445 1.350 -5.331
59 H 1.170 0.745 -4.830
60 H 2.483 -2.129 -1.857
61 H 1.725 -3.246 -0.698
62 H 2.573 -1.759 -0.130
63 H 1.494 0.821 -1.240
64 H 1.794 -0.143 -2.734
65 H 0.313 -3.458 -2.660
66 H 0.478 -2.059 -3.741
67 H -1.134 -2.535 -3.144
68 C 3.910 2.979 0.738
69 C 2.944 2.342 1.730
70 C 3.718 1.926 2.966
71 C 1.854 3.345 2.082
72 O 2.350 1.185 1.130
73 H 4.492 3.767 1.238
74 H 3.370 3.436 -0.100
75 H 4.612 2.233 0.343
76 H 4.199 2.794 3.429
77 H 3.056 1.486 3.714
78 H 4.499 1.203 2.710
79 H 1.318 3.668 1.181
80 H 1.132 2.912 2.782
81 H 2.298 4.230 2.552

Summary:
LUMO energy (alpha / beta)   -2.46 / -2.43 eV
Multiplicity   3
E_HOMO (alpha / beta)   -9.323 / -9.326 eV
Charge   +1
Electronic energy   -78958.0105 eV

Atomic partial charges in e from the Mulliken method, atoms 1 to 4: -0.43 0.46 0.67 0.54

***

Record 3
A structure of composition C27H51BI3N6O6S2, computed with ωB97M-V with the def2-TZVPD basis set.

Atoms and positions in Å:
1 C 1.770 -3.030 2.154
2 C 1.181 -1.682 2.603
3 C 0.142 -1.798 3.718
4 C -1.119 -2.497 3.226
5 C -2.331 -2.506 4.169
6 C -2.726 -1.200 4.867
7 C -3.667 -0.324 4.025
8 C -2.850 0.475 3.024
9 C -3.626 1.257 1.980
10 I -4.939 2.736 2.965
11 O -4.524 0.428 1.373
12 B -3.962 -0.066 0.061
13 C -5.204 -0.050 -0.991
14 N -3.257 -1.457 0.381
15 C -4.225 -2.503 0.696
16 C -2.377 -1.909 -0.618
17 C -2.880 -2.083 -2.031
18 O -1.199 -2.171 -0.384
19 O -2.892 0.886 -0.207
20 C -2.644 1.809 0.827
21 C -1.138 1.581 1.052
22 C -0.316 1.818 -0.217
23 C 0.504 3.102 -0.286
24 S 0.899 3.410 -2.043
25 C 2.656 3.183 -1.941
26 S 3.650 4.123 -1.062
27 N 2.978 2.012 -2.619
28 C 2.940 2.181 -4.086
29 C 3.006 0.810 -4.713
30 O 4.213 0.150 -4.388
31 C 4.257 0.019 -2.956
32 C 4.248 1.371 -2.285
33 C -2.918 3.220 0.272
34 I -3.702 3.288 -1.662
35 C -2.658 4.420 0.821
36 C -2.923 5.763 0.201
37 I -1.715 4.633 2.693
38 H 1.400 -3.305 1.166
39 H 2.853 -2.958 2.050
40 H 1.528 -3.826 2.856
41 H 1.990 -1.028 2.935
42 H 0.716 -1.178 1.751
43 H 0.581 -2.354 4.553
44 H -0.079 -0.786 4.062
45 H -1.392 -2.102 2.246
46 H -0.853 -3.544 3.050
47 H -2.189 -3.297 4.912
48 H -3.177 -2.826 3.554
49 H -3.252 -1.474 5.785
50 H -1.863 -0.613 5.187
51 H -4.366 -0.993 3.524
52 H -4.230 0.337 4.685
53 H -2.232 -0.217 2.460
54 H -2.205 1.147 3.600
55 H -5.672 0.933 -0.926
56 H -4.927 -0.206 -2.036
57 H -5.972 -0.780 -0.722
58 H -5.009 -2.086 1.324
59 H -3.749 -3.326 1.238
60 H -4.718 -2.944 -0.183
61 H -2.449 -2.993 -2.448
62 H -2.566 -1.225 -2.624
63 H -3.962 -2.153 -2.081
64 H -0.709 2.157 1.871
65 H -1.016 0.538 1.318
66 H -0.946 1.727 -1.098
67 H 0.417 1.008 -0.278
68 H 0.023 3.989 0.113
69 H 1.456 2.982 0.224
70 H 3.837 2.746 -4.370
71 H 2.043 2.700 -4.418
72 H 2.915 0.872 -5.797
73 H 2.183 0.196 -4.330
74 H 5.185 -0.513 -2.750
75 H 3.380 -0.564 -2.680
76 H 5.122 1.938 -2.626
77 H 4.351 1.216 -1.212
78 H -2.255 5.923 -0.649
79 H -2.724 6.556 0.915
80 H -3.962 5.843 -0.116
81 C 8.670 -0.426 -1.898
82 O 8.073 0.421 -1.262
83 N 8.519 -0.576 -3.252
84 N 9.543 -1.306 -1.306
85 H 8.997 -1.273 -3.788
86 H 7.884 0.048 -3.714
87 H 9.670 -1.224 -0.316
88 H 10.042 -2.013 -1.808
89 C 0.747 -2.307 -2.189
90 O 1.768 -2.258 -2.868
91 N 0.438 -1.358 -1.258
92 N -0.175 -3.310 -2.329
93 H -0.408 -1.362 -0.712
94 H 1.079 -0.595 -1.150
95 H 0.016 -4.016 -3.012
96 H -1.021 -3.356 -1.793

Summary:
LUMO energy   2.08 eV
Energy above the lowest of the compared OMol25 structures with the same formula, charge and spin   0.00 kcal per mole
E_HOMO   -5.852 eV
Charge   -1
Electronic energy   -96703.9571 eV

Atomic partial charges in e from the Mulliken method, atoms 1 to 4: -1.32 0.29 -0.79 0.78